a:
Entry from the OMol25 dataset: the molecule C5H7NOS (the ωB97M-V functional and the def2-TZVPD basis).

Each line ends with the Mulliken charge.
CARTESIAN COORDINATES (ANGSTROEM)
C 2.02 -1.16 -0.95  -0.7178
C 0.00 1.72 0.03  -0.5798
C -0.64 2.00 1.20  -0.3926
C -1.14 0.76 1.74  -0.5963
C -0.71 -0.24 0.92  0.5953
H 1.87 -1.66 0.03  0.2673
H 2.82 -0.41 -0.83  0.2673
H 2.41 -1.89 -1.72  0.3097
H 0.48 2.34 -0.70  0.4271
H -0.85 2.99 1.61  0.3647
H -1.70 0.55 2.65  0.3928
H -0.82 -1.87 0.01  0.3052
N -0.07 0.33 -0.17  -0.0173
O -0.93 -1.58 0.92  -0.5138
S 0.40 -0.51 -1.55  -0.1118

- Highest occupied orbital energy: -7.963 eV
- SMILES: CSn1cccc1O
- LUMO: 0.02162 Ha

***

b:
Entry from the OMol25 dataset: the molecule C5H7NOS (the ωB97M-V functional and the def2-TZVPD basis).

Each line ends with the Mulliken charge.
CARTESIAN COORDINATES (ANGSTROEM)
C 0.13 -0.31 -0.12  1.2077
C 0.21 -2.56 -1.07  0.5594
C 0.73 0.28 1.17  -1.1503
C 0.97 0.95 -0.13  -0.2851
C -1.39 -0.07 -0.27  -1.2715
N 0.58 -1.46 -0.72  -0.4063
O 0.08 -3.68 -1.32  -0.4326
S 0.30 2.64 -0.26  -0.2082
H 0.13 0.83 1.92  0.2645
H 1.56 -0.19 1.61  0.2916
H 1.96 1.01 -0.65  0.3127
H -1.72 0.00 -1.41  0.2816
H -1.66 0.91 0.10  0.3648
H -1.94 -0.96 0.08  0.3680
H 0.06 2.61 1.07  0.1037

- Highest occupied orbital energy: -9.047 eV
- SMILES: C[C@]1(N=C=O)C[C@@H]1S
- LUMO: 0.02526 Ha

***

Q: Which of them is the least stable? A: b.

***

a:
Entry from the OMol25 dataset: the molecule H5PSi (the ωB97M-V functional and the def2-TZVPD basis).

Each line ends with the Mulliken charge.
CARTESIAN COORDINATES (ANGSTROEM)
Si 0.82 -0.20 0.24  0.3100
P -1.51 -0.02 0.26  -0.1477
H 1.30 0.33 -1.06  -0.0722
H 1.01 -1.55 -0.09  -0.0953
H -1.73 1.26 0.27  0.0299
H -1.50 0.17 -1.17  0.0512
H 1.61 0.01 1.55  -0.0759

- Highest occupied orbital energy: -9.586 eV
- SMILES: [SiH3]P
- LUMO: 0.03547 Ha

***

b:
Entry from the OMol25 dataset: a cluster of 2 separate species, H5PSi in total (the ωB97M-V functional and the def2-TZVPD basis).

Each line ends with the Mulliken charge.
CARTESIAN COORDINATES (ANGSTROEM)
Si -1.47 0.14 0.24  0.1944
P 2.09 0.25 0.20  -0.1261
H -1.42 -0.35 1.64  -0.0351
H -2.35 1.22 0.16  -0.0660
H -1.38 -0.75 -1.04  -0.0198
H 2.44 0.59 -1.09  0.0262
H 2.08 -1.10 -0.12  0.0263

- Highest occupied orbital energy (alpha / beta): -7.690 / -8.517 eV
- LUMO (alpha / beta): -0.04044 / -0.02897 Ha

***

Q: Which of them is the least stable? A: b.

***

a:
Entry from the OMol25 dataset: a structure of composition C32H26BrN5O5PbSe (the ωB97M-V functional and the def2-TZVPD basis).

Each line ends with the Mulliken charge.
CARTESIAN COORDINATES (ANGSTROEM)
Pb -0.44 -3.12 -1.25  1.0656
C 1.99 -6.60 -0.48  -0.6083
O 2.10 -6.72 0.94  -0.4857
C 2.08 -5.57 1.67  0.1744
C 3.03 -5.43 2.65  -0.5067
C 3.08 -4.30 3.50  -0.9663
C 2.19 -3.28 3.32  -0.6438
C 1.20 -3.40 2.32  -0.1942
C 0.14 -2.50 2.08  0.3147
N 0.11 -1.19 2.08  0.7147
N -1.09 -0.46 2.03  -0.9239
C -1.92 -0.85 1.09  0.4699
O -1.78 -1.75 0.21  -0.8454
C -3.20 -0.07 1.07  0.7411
C -3.51 0.86 2.06  -0.3509
C -4.69 1.58 1.99  -0.6733
C -5.58 1.38 0.94  -0.4459
C -5.28 0.44 -0.04  -0.6813
C -4.10 -0.29 0.03  -0.3615
C 1.09 -4.55 1.48  0.4192
O 0.18 -4.64 0.58  -0.9747
H 2.39 -7.53 -0.88  0.2958
H 0.95 -6.47 -0.78  0.1829
H 2.59 -5.76 -0.84  0.2635
H 3.76 -6.22 2.76  0.4357
H 3.82 -4.26 4.29  0.3934
H 2.18 -2.45 4.01  0.5222
H -0.82 -2.93 1.81  0.9152
H -2.82 1.02 2.87  0.4879
H -4.93 2.30 2.77  0.4032
H -6.50 1.94 0.89  0.4111
H -5.97 0.27 -0.85  0.4236
H -3.88 -1.04 -0.71  0.3967
O -1.02 -0.40 -5.13  -0.7392
C -1.72 0.64 -4.66  0.6411
C -2.28 1.53 -5.57  -0.6944
C -3.01 2.62 -5.13  -0.2946
C -3.20 2.85 -3.77  -0.9472
C -2.66 1.96 -2.86  -0.3808
C -1.91 0.86 -3.29  -0.5328
C -1.34 -0.07 -2.24  2.8698
O -0.83 -1.23 -2.69  -0.9856
N -0.16 0.73 -1.60  -0.2768
N 0.23 0.49 -0.45  0.7076
C 1.35 1.16 -0.03  -0.0653
C 1.93 0.95 1.17  -0.7187
Br 2.07 -2.13 -0.94  -0.5299
C 3.21 1.77 1.41  0.4387
C 3.06 3.25 1.09  -0.1829
C 1.95 3.95 1.54  0.1547
C 1.84 5.31 1.27  -0.8258
C 2.84 5.96 0.55  -0.3697
C 3.95 5.25 0.11  -0.6933
C 4.06 3.89 0.38  -0.2100
H -0.76 -0.95 -4.34  0.2809
H -2.13 1.34 -6.63  0.4604
H -3.43 3.30 -5.86  0.3724
H -3.78 3.69 -3.43  0.4215
H -2.82 2.10 -1.80  0.3770
H -2.02 -0.16 -1.39  -1.5571
H 0.37 1.37 -2.20  0.4304
H 1.78 1.90 -0.71  0.4426
H 3.96 1.33 0.74  0.4588
H 1.17 3.45 2.09  0.4204
H 0.98 5.86 1.61  0.4022
H 2.75 7.01 0.34  0.3972
H 4.73 5.75 -0.44  0.3939
H 4.93 3.34 0.04  0.3805
Se 1.61 -0.21 2.58  0.2480
C 3.75 1.61 2.77  -0.1478
N 4.18 1.51 3.83  -0.5148

- Highest occupied orbital energy: -7.630 eV
- LUMO: -0.06820 Ha

***

b:
Entry from the OMol25 dataset: a structure of composition C32H26BrN5O5PbSe (the ωB97M-V functional and the def2-TZVPD basis).

Each line ends with the Mulliken charge.
CARTESIAN COORDINATES (ANGSTROEM)
Pb -0.56 0.97 0.60  1.5013
C 3.55 -1.01 0.05  -0.5720
O 3.31 -1.74 1.26  -0.4565
C 2.72 -1.19 2.34  0.1977
C 2.93 -1.83 3.52  -0.6002
C 2.38 -1.37 4.74  -0.5501
C 1.63 -0.24 4.77  -1.1160
C 1.35 0.46 3.57  1.0638
C 0.51 1.58 3.66  -0.5330
N -0.02 2.22 2.62  0.5612
N -0.85 3.20 2.93  -0.9868
C -1.39 3.71 1.79  0.3317
O -1.29 3.17 0.66  -0.6854
C -2.23 4.92 1.93  0.5314
C -2.71 5.34 3.17  -0.2805
C -3.49 6.47 3.25  -0.7109
C -3.79 7.20 2.10  -0.3244
C -3.31 6.78 0.87  -0.6743
C -2.53 5.64 0.78  -0.2873
C 1.88 0.00 2.30  0.9089
O 1.64 0.63 1.22  -0.7985
H 4.25 -1.62 -0.50  0.3417
H 2.64 -0.88 -0.52  0.1125
H 3.99 -0.04 0.26  0.3071
H 3.55 -2.72 3.50  0.4365
H 2.58 -1.92 5.65  0.4017
H 1.22 0.13 5.70  0.3931
H 0.29 1.98 4.65  0.3963
H -2.47 4.76 4.05  0.4216
H -3.88 6.79 4.21  0.3803
H -4.41 8.08 2.17  0.3856
H -3.54 7.35 -0.03  0.3951
H -2.16 5.30 -0.18  0.4412
O -0.53 2.58 -3.69  -0.7430
C 0.55 1.92 -4.15  0.6144
C 0.93 2.18 -5.46  -0.6074
C 2.02 1.54 -6.03  -0.3201
C 2.76 0.63 -5.29  -0.8091
C 2.39 0.38 -3.98  -0.5368
C 1.29 1.00 -3.39  -0.7658
C 0.99 0.64 -1.94  1.3800
O -0.03 1.40 -1.38  -0.8161
N 0.67 -0.79 -1.92  -0.3105
N 0.23 -1.28 -0.75  0.1495
C -0.16 -2.49 -0.68  -0.9666
C -0.61 -3.12 0.57  0.5056
Br -0.73 -1.99 2.09  -0.1417
C -0.97 -4.39 0.72  -0.8952
C -0.85 -5.45 -0.30  0.2963
C -1.91 -6.34 -0.47  -0.4253
C -1.83 -7.35 -1.42  -0.5181
C -0.69 -7.49 -2.21  -0.4311
C 0.37 -6.62 -2.02  -0.5815
C 0.30 -5.61 -1.08  -0.3890
H -0.66 2.33 -2.75  0.3426
H 0.34 2.90 -6.02  0.4503
H 2.29 1.76 -7.06  0.3741
H 3.61 0.13 -5.73  0.4112
H 2.97 -0.32 -3.39  0.3750
H 1.90 0.77 -1.35  0.1446
H 0.41 -1.25 -2.79  0.4416
H -0.18 -3.13 -1.57  0.5434
H -1.39 -4.68 1.68  0.4559
H -2.80 -6.24 0.14  0.4375
H -2.67 -8.03 -1.55  0.3764
H -0.63 -8.27 -2.94  0.3815
H 1.27 -6.74 -2.61  0.3868
H 1.15 -4.96 -0.91  0.6046
Se -3.17 0.36 -0.15  -0.1024
C -3.95 1.56 1.00  0.2637
N -4.46 2.31 1.72  -0.5084

- Highest occupied orbital energy (alpha / beta): -8.088 / -7.845 eV
- LUMO (alpha / beta): -0.08930 / -0.09600 Ha

***

c:
Entry from the OMol25 dataset: a structure of composition C32H26BrN5O5PbSe (the ωB97M-V functional and the def2-TZVPD basis).

Each line ends with the Mulliken charge.
CARTESIAN COORDINATES (ANGSTROEM)
Pb -0.54 -2.71 -1.30  1.1274
C 2.77 -5.02 -0.84  -0.5192
O 3.06 -5.09 0.56  -0.5096
C 2.79 -3.98 1.31  0.2995
C 3.79 -3.46 2.08  -0.5394
C 3.57 -2.37 2.94  -0.6227
C 2.33 -1.80 3.02  -0.7071
C 1.27 -2.31 2.24  0.0263
C -0.10 -1.93 2.26  -0.3157
N -0.72 -0.81 2.54  0.3283
N -2.10 -0.66 2.37  -1.0846
C -2.54 -1.11 1.22  0.4364
O -1.88 -1.73 0.32  -0.4516
C -3.99 -0.82 0.95  0.3808
C -4.71 0.09 1.72  -0.4593
C -6.03 0.37 1.40  -0.7095
C -6.63 -0.24 0.31  -0.3986
C -5.92 -1.15 -0.46  -0.8074
C -4.60 -1.44 -0.14  -0.0308
C 1.48 -3.41 1.33  0.3127
O 0.55 -3.84 0.57  -0.9697
H 3.50 -5.67 -1.33  0.3058
H 1.76 -5.38 -1.04  0.1792
H 2.88 -4.01 -1.21  0.1622
H 4.77 -3.92 2.02  0.4514
H 4.38 -2.01 3.56  0.4474
H 2.15 -1.00 3.73  0.9921
H -0.77 -2.70 1.90  1.0489
H -4.23 0.57 2.56  0.4555
H -6.59 1.08 2.00  0.4064
H -7.66 -0.01 0.06  0.4191
H -6.39 -1.63 -1.31  0.4049
H -4.03 -2.13 -0.74  0.4248
O -0.70 0.82 -4.36  -0.7032
C -1.71 1.62 -3.94  0.2240
C -2.12 2.67 -4.75  -0.5543
C -3.14 3.51 -4.33  -0.3279
C -3.76 3.32 -3.10  -0.8731
C -3.34 2.28 -2.29  -0.2957
C -2.31 1.44 -2.69  -0.2336
C -1.84 0.34 -1.78  1.6770
O -1.44 -0.79 -2.39  -1.0498
N -0.55 0.86 -1.09  0.5411
N -0.40 0.96 0.12  -0.2291
C 0.91 1.21 0.54  -0.9180
C 1.24 1.15 1.83  -0.0192
Br 1.83 -1.29 -1.38  -0.4727
C 2.71 1.29 2.22  2.1947
C 3.57 1.99 1.19  -1.1579
C 3.47 3.37 1.00  -0.1659
C 4.23 3.99 0.02  -0.7658
C 5.09 3.24 -0.77  -0.4104
C 5.19 1.87 -0.59  -0.8581
C 4.43 1.24 0.40  0.3922
H -0.75 0.01 -3.80  0.3235
H -1.64 2.81 -5.71  0.4451
H -3.45 4.32 -4.98  0.3792
H -4.57 3.97 -2.79  0.4174
H -3.82 2.11 -1.33  0.4543
H -2.52 0.22 -0.93  -0.8000
H 0.27 0.87 -1.72  0.4506
H 1.66 1.39 -0.23  0.8675
H 3.06 0.26 2.33  -0.9352
H 2.80 3.95 1.62  0.4158
H 4.15 5.06 -0.12  0.4003
H 5.68 3.72 -1.54  0.3993
H 5.85 1.28 -1.20  0.4232
H 4.49 0.17 0.53  0.4720
Se 0.09 0.70 3.27  0.2633
C 2.82 1.92 3.54  0.1224
N 2.90 2.41 4.58  -0.5771

- Highest occupied orbital energy: -7.937 eV
- LUMO: -0.07224 Ha

***

Q: Which of them is the least stable? A: b.